The following is a quantum chemistry calculation of 2 unconnected molecules or ions with the total composition C4H12NO2 in a non-equilibrium geometry, from the OMol25 dataset.

XYZ file:
```
19
Properties=species:S:1:pos:R:3:lowdin_charge:R:1
H -2.4988 -0.9755 -0.2476 0.080
H 1.8536 1.9885 0.3314 -0.031
H 0.7281 2.4638 1.0565 0.030
O -2.0999 0.8070 -1.1075 -0.349
H 2.2322 -1.1825 0.9418 0.055
H -0.1718 -1.2421 1.6406 0.100
H 1.8908 -2.3431 -0.3563 0.066
H 1.7628 -2.7184 1.4482 0.053
C 1.5774 -2.0052 0.6380 -0.136
C 0.0923 -1.6386 0.6565 -0.254
H -1.7464 0.2373 0.8328 0.087
C -1.7783 -0.1478 -0.2290 -0.525
C -0.3261 -0.6799 -0.4422 -0.430
H -0.5090 -2.5365 0.4864 0.100
O 1.5733 2.8089 0.7104 -0.106
H 1.1817 0.4288 -1.1795 0.067
H -0.4943 -1.1301 -1.4184 0.124
H -0.2334 1.1958 -0.8560 0.061
N 0.4819 0.5581 -0.4538 0.008
```

## Properties
Calculated total energy in a.u.: -364.8289
HOMO level in eV: -2.72
Net charge: -1
Frontier orbital gap in eV: 6.550